#P
{
  "formula": "C6H9NO",
  "method": "ωB97M-V/def2-TZVPD",
  "total_charge": 0,
  "homo_lumo_gap_ev": 8.618,
  "smiles": "C=C/C(N)=C(\\C)C=O",
  "species": ["C", "C", "C", "N", "C", "C", "C", "O", "H", "H", "H", "H", "H", "H", "H", "H", "H"],
  "positions_angstrom": [[-2.2312, -0.4488, -0.2800], [-1.0916, -1.0438, -0.6091], [0.2142, -0.7138, -0.0384], [0.9724, -1.8348, 0.2559], [0.6602, 0.5442, 0.1149], [-0.1154, 1.7855, -0.3286], [1.8722, 0.7441, 0.9185], [2.4380, 1.8173, 1.0887], [-3.1940, -0.7695, -0.6482], [-2.2995, 0.3623, 0.4726], [-1.1892, -1.9539, -1.2366], [1.9698, -1.8233, 0.1758], [0.5775, -2.7337, 0.0312], [-0.8522, 2.1083, 0.4757], [-0.6578, 1.5685, -1.2815], [0.6231, 2.5592, -0.5265], [2.3035, -0.1679, 1.4156]]
}

=====

#Q
{
  "formula": "C6H9NO",
  "method": "ωB97M-V/def2-TZVPD",
  "total_charge": 0,
  "homo_lumo_gap_ev": 8.661,
  "smiles": "C=Cc1ccc[nH]1.O",
  "species": ["C", "C", "C", "C", "C", "C", "N", "H", "H", "H", "H", "H", "H", "H", "O", "H", "H"],
  "positions_angstrom": [[3.2466, -0.5204, 0.1203], [2.0795, 0.0951, 0.2074], [0.8151, -0.1725, -0.4331], [0.1790, -1.2660, -0.9645], [-1.0176, -0.8273, -1.5744], [-1.0786, 0.5125, -1.3937], [0.0358, 0.9062, -0.7203], [3.3642, -1.3689, -0.5369], [4.0980, -0.2192, 0.7104], [2.0411, 0.9581, 0.8851], [0.5813, -2.2589, -0.8773], [-1.8272, -1.3966, -1.9865], [-1.9170, 1.0797, -1.7730], [0.1910, 1.8244, -0.3425], [-3.8784, 0.9545, 3.1701], [-3.6580, 1.4844, 2.3851], [-3.2549, 0.2148, 3.1238]]
}

=====

Which of them is least stable? Easy: #P.

=====

#P
{
  "formula": "C5H13N3",
  "method": "ωB97M-V/def2-TZVPD",
  "total_charge": 0,
  "homo_lumo_gap_ev": 8.403,
  "smiles": "C[C@H](N)C/C(N)=C/N",
  "species": ["C", "C", "N", "C", "C", "N", "C", "N", "H", "H", "H", "H", "H", "H", "H", "H", "H", "H", "H", "H", "H"],
  "positions_angstrom": [[-0.7038, 1.3087, 2.3042], [-0.5326, 1.0577, 0.8027], [-1.7355, 0.5424, 0.2319], [0.6411, 0.0662, 0.6800], [0.6801, -0.4000, -0.7551], [0.9806, 0.7243, -1.4975], [0.5930, -1.7448, -1.0399], [0.6018, -2.2546, -2.3781], [-1.5459, 1.9797, 2.5031], [0.1742, 1.7934, 2.8041], [-1.0074, 0.4482, 2.9379], [-0.2477, 2.0979, 0.2831], [-2.1953, -0.1784, 0.8396], [-1.7566, 0.3053, -0.6985], [0.7303, -0.8931, 1.3743], [1.5609, 0.6029, 0.8470], [0.5132, 1.5303, -1.3065], [0.9284, 0.6507, -2.4200], [0.3794, -2.4344, -0.2907], [1.4976, -2.0001, -2.7934], [0.4440, -3.2025, -2.4281]]
}

=====

#Q
{
  "formula": "C5H13N3",
  "method": "ωB97M-V/def2-TZVPD",
  "total_charge": 0,
  "homo_lumo_gap_ev": 8.996,
  "smiles": "[H]/N=C(/C)[C@H](C)CNN",
  "species": ["H", "N", "C", "C", "C", "C", "C", "N", "N", "H", "H", "H", "H", "H", "H", "H", "H", "H", "H", "H", "H"],
  "positions_angstrom": [[0.7835, -1.0172, -1.9782], [0.8795, 0.0026, -1.9107], [0.2490, 0.4615, -0.8774], [0.2695, 1.9541, -0.6549], [-0.9840, -0.3737, -0.2203], [-2.0083, 0.5025, 0.4913], [-0.2999, -1.3720, 0.6946], [1.0525, -0.7894, 1.1256], [2.1474, -1.4609, 0.4963], [-0.5777, 2.4166, -1.1655], [0.2260, 2.1811, 0.4123], [1.1829, 2.3822, -1.0783], [-1.4833, -0.9070, -1.0367], [-1.5761, 1.0335, 1.3448], [-2.8358, -0.1005, 0.8812], [-2.4259, 1.2474, -0.1941], [-0.8885, -1.5553, 1.5989], [-0.1206, -2.3384, 0.2096], [1.1564, 0.1442, 1.5218], [2.1940, -1.2503, -0.5071], [3.0593, -1.1609, 0.8467]]
}

=====

#R
{
  "formula": "C5H13N3",
  "method": "ωB97M-V/def2-TZVPD",
  "total_charge": 0,
  "homo_lumo_gap_ev": 9.226,
  "smiles": "C/C=C/N.C/N=C\\N",
  "species": ["C", "C", "C", "N", "H", "H", "H", "H", "H", "H", "H", "C", "N", "C", "N", "H", "H", "H", "H", "H", "H"],
  "positions_angstrom": [[-3.6137, 1.0360, 0.8854], [-2.7225, -0.0177, 0.3106], [-2.5354, -0.2163, -0.9869], [-1.6004, -1.1276, -1.5322], [-4.0606, 1.6743, 0.1262], [-4.4273, 0.5931, 1.4641], [-3.0613, 1.6722, 1.5807], [-2.1564, -0.6413, 0.9977], [-3.0348, 0.3756, -1.7451], [-1.9340, -1.5202, -2.4028], [-1.4024, -1.8974, -0.9043], [1.8570, 1.2648, 0.7653], [3.1904, 0.6997, 0.8792], [3.3683, -0.4345, 0.3450], [2.4556, -1.1790, -0.3609], [1.8424, 2.2544, 1.2160], [1.1150, 0.6419, 1.2747], [1.5226, 1.3851, -0.2743], [4.3485, -0.9041, 0.4085], [1.6262, -0.7475, -0.7328], [2.7545, -2.0455, -0.7663]]
}

=====

Which of them is least stable? Easy: #Q.

=====

#P
{
  "formula": "C2H14N2O3",
  "method": "ωB97M-V/def2-TZVPD",
  "total_charge": 0,
  "homo_lumo_gap_ev": 8.994,
  "smiles": "CNCN.O.O.O",
  "species": ["C", "N", "C", "N", "H", "H", "H", "H", "H", "H", "H", "H", "O", "H", "H", "O", "H", "H", "O", "H", "H"],
  "positions_angstrom": [[-1.7895, 0.1289, 1.7281], [-0.8459, 0.3238, 0.6461], [0.4222, -0.4431, 0.7718], [1.2831, -0.1210, -0.3740], [-1.8295, 0.9986, 2.3861], [-1.3794, -0.6109, 2.4607], [-2.7847, -0.2193, 1.4178], [-0.5558, 1.2803, 0.4590], [0.9170, 0.0031, 1.6444], [0.1270, -1.4824, 0.9971], [1.5409, -0.9367, -0.9095], [2.1125, 0.2320, 0.0866], [-2.5677, -2.5277, -0.0610], [-2.3806, -1.6829, 0.3528], [-1.7568, -3.0121, 0.0653], [0.6223, 2.7411, 0.4286], [1.1116, 2.2616, -0.2596], [-0.0605, 3.1770, -0.0996], [2.2771, -0.1677, -3.7436], [3.1695, -0.4915, -3.6077], [2.3671, 0.5490, -4.3894]]
}

=====

#Q
{
  "formula": "C2H14N2O3",
  "method": "ωB97M-V/def2-TZVPD",
  "total_charge": 0,
  "homo_lumo_gap_ev": 8.543,
  "smiles": "CNCN.O.O.O",
  "species": ["C", "N", "C", "N", "H", "H", "H", "H", "H", "H", "H", "H", "O", "H", "H", "O", "H", "H", "O", "H", "H"],
  "positions_angstrom": [[3.2497, 1.1674, 0.0746], [2.0056, 0.8597, -0.5737], [1.6166, -0.5149, -0.5283], [0.5606, -0.9245, -1.4911], [3.1297, 1.3938, 1.1455], [3.6653, 2.0860, -0.3493], [3.9776, 0.3592, -0.0048], [1.5930, 1.4211, -1.2971], [2.4675, -1.2035, -0.6587], [1.2759, -0.8338, 0.4747], [-0.1018, -1.3213, -0.8413], [0.1121, -0.1140, -1.8941], [-1.3284, 0.6771, 0.5620], [-1.3579, -0.2413, 0.8766], [-1.1093, 1.2234, 1.3242], [-2.1828, -1.9544, 0.4062], [-2.6089, -2.7130, -0.0046], [-2.6866, -1.7956, 1.2140], [-4.3290, 0.5389, 0.6672], [-3.3848, 0.4503, 0.4695], [-4.5642, 1.4396, 0.4287]]
}

=====

#R
{
  "formula": "C2H14N2O3",
  "method": "ωB97M-V/def2-TZVPD",
  "total_charge": 0,
  "homo_lumo_gap_ev": 9.288,
  "smiles": "CNCN.O.O.O",
  "species": ["C", "N", "C", "N", "H", "H", "H", "H", "H", "H", "H", "H", "O", "H", "H", "O", "H", "H", "O", "H", "H"],
  "positions_angstrom": [[1.6819, 0.3796, 1.8740], [0.8029, 0.7593, 0.9105], [0.8976, 0.0799, -0.3530], [-0.4840, 0.0733, -1.3044], [1.3444, 0.6043, 2.9633], [2.6683, 0.7725, 1.6621], [1.7055, -0.7723, 1.8583], [0.5317, 1.7182, 0.6643], [1.5486, 0.5348, -1.1899], [1.0849, -1.0871, -0.2821], [-0.6245, 1.0862, -1.3076], [-1.0975, -0.5466, -0.7680], [-1.8986, -2.4079, 2.1827], [-1.8896, -2.0834, 1.3129], [-1.1463, -1.8973, 2.5413], [-1.2930, -4.5543, -4.2106], [-2.1312, -4.9967, -4.2572], [-1.5241, -3.5795, -4.3197], [-0.0372, 5.3737, 1.0783], [-0.8066, 4.9895, 0.5174], [0.6670, 5.5539, 0.4274]]
}

=====

Which of them is least stable? Easy: #R.

=====

#P
{
  "formula": "C6H10O2",
  "method": "ωB97M-V/def2-TZVPD",
  "total_charge": 0,
  "homo_lumo_gap_ev": 10.929,
  "smiles": "CC(C)/C=C/C(=O)O",
  "species": ["C", "C", "C", "C", "C", "C", "O", "O", "H", "H", "H", "H", "H", "H", "H", "H", "H", "H"],
  "positions_angstrom": [[-1.4649, -0.9872, -0.8928], [-1.0597, 0.3563, -0.3066], [-1.7544, 0.6100, 1.0320], [0.4875, 0.5538, -0.1298], [1.3174, -0.4649, -0.1404], [2.8407, -0.3688, 0.1499], [3.4694, -1.3530, 0.4288], [3.4303, 0.8469, 0.1580], [-2.5376, -0.9984, -1.0805], [-1.2409, -1.7960, -0.2006], [-0.9503, -1.1744, -1.8323], [-1.3616, 1.1487, -1.0032], [-1.4598, -0.1452, 1.7580], [-1.5035, 1.5921, 1.4273], [-2.8350, 0.5636, 0.9088], [0.7611, 1.5638, 0.1532], [1.0483, -1.4908, -0.3315], [2.8129, 1.5437, -0.0981]]
}

=====

#Q
{
  "formula": "C6H10O2",
  "method": "ωB97M-V/def2-TZVPD",
  "total_charge": 0,
  "homo_lumo_gap_ev": 9.325,
  "smiles": "CC[C@@]1(C)C(=O)[C@@H]1O",
  "species": ["C", "C", "C", "C", "C", "O", "C", "O", "H", "H", "H", "H", "H", "H", "H", "H", "H", "H"],
  "positions_angstrom": [[1.8641, 0.5555, -1.2022], [1.2789, -0.3376, -0.1215], [-0.3333, -0.2805, 0.4217], [-0.7794, -0.9684, 1.6768], [-0.5203, 1.1143, 0.1375], [-0.4794, 2.2575, 0.5245], [-1.2123, 0.1067, -0.7656], [-2.5895, -0.1176, -0.7292], [1.8525, 1.5965, -0.8838], [1.3298, 0.4563, -2.1450], [2.9024, 0.2745, -1.3813], [1.3418, -1.3783, -0.4466], [1.8625, -0.2344, 0.7948], [-1.8138, -0.7074, 1.9013], [-0.7150, -2.0493, 1.5443], [-0.1601, -0.6843, 2.5260], [-0.8315, -0.0809, -1.7620], [-2.9976, 0.4775, -0.0896]]
}

=====

Which of them is least stable? Easy: #Q.

=====

#P
{
  "formula": "C6H10O2",
  "method": "ωB97M-V/def2-TZVPD",
  "total_charge": 0,
  "homo_lumo_gap_ev": 9.573,
  "smiles": "C[C@]12COCO[C@@H]1C2",
  "species": ["C", "C", "C", "O", "C", "O", "C", "C", "H", "H", "H", "H", "H", "H", "H", "H", "H", "H"],
  "positions_angstrom": [[0.8932, 0.4453, 1.4371], [-0.1831, -0.2488, 0.4017], [0.3945, -1.3085, -0.4286], [0.7717, -0.5935, -1.4745], [0.5334, 0.7374, -1.7462], [-0.6905, 1.2790, -1.2265], [-1.2322, 0.2339, -0.3453], [-1.6912, 0.0036, 1.0807], [1.8147, 0.0468, 0.7691], [0.9981, 1.7198, 1.6829], [1.0874, 0.1024, 2.4432], [-0.1157, -2.2385, -0.4473], [1.3253, -1.8995, -0.0689], [1.1748, 1.4715, -1.2317], [0.3523, 0.7335, -2.8536], [-1.4349, -0.5714, -0.9431], [-2.1877, -0.8459, 1.2235], [-1.8102, 0.9327, 1.7275]]
}

=====

#Q
{
  "formula": "C6H10O2",
  "method": "ωB97M-V/def2-TZVPD",
  "total_charge": 0,
  "homo_lumo_gap_ev": 9.876,
  "species": ["C", "C", "C", "C", "C", "C", "O", "O", "H", "H", "H", "H", "H", "H", "H", "H", "H", "H"],
  "positions_angstrom": [[-0.4527, -0.0684, -0.0443], [0.4344, 1.0430, -0.4860], [1.3581, -1.1763, -0.2335], [-1.3453, -0.7230, -1.0585], [-0.9952, 0.0302, 1.3485], [1.6990, 0.1814, 0.0327], [0.3511, 2.2642, 0.2102], [2.4719, 0.6973, 0.8377], [1.2106, 2.3424, 0.6752], [0.4713, 1.1973, -1.5657], [1.2064, -1.4855, -1.2611], [1.8055, -1.9371, 0.3996], [-1.7383, 0.8367, 1.3851], [-0.8874, -0.7684, -2.0476], [-2.2632, -0.1265, -1.1487], [-1.6401, -1.7276, -0.7488], [-0.2000, 0.3131, 2.0451], [-1.4861, -0.8927, 1.6600]]
}

=====

#R
{
  "formula": "C6H10O2",
  "method": "ωB97M-V/def2-TZVPD",
  "total_charge": 0,
  "homo_lumo_gap_ev": 10.351,
  "species": ["C", "C", "C", "C", "C", "C", "H", "H", "H", "H", "H", "H", "H", "H", "H", "H", "O", "O"],
  "positions_angstrom": [[2.3861, 0.0046, 0.9340], [0.2507, -0.1786, -0.2042], [-0.6333, -0.4911, -1.3798], [-1.5373, 0.6526, -0.6513], [-1.7437, -0.1379, 0.6903], [-0.1417, 1.3840, -0.3356], [2.7289, 1.0947, 0.5657], [3.3094, -0.5826, 1.0382], [1.7007, -0.0111, 1.8438], [-1.1606, -1.4077, -1.3948], [-0.1515, -0.2010, -2.3739], [-2.3654, 1.2423, -1.0532], [-2.4051, -0.9338, 0.6135], [-2.0043, 0.5294, 1.5064], [-0.1686, 1.7959, 0.6943], [0.1689, 1.8879, -1.2322], [1.5763, -0.6068, -0.1762], [-0.4686, -0.7452, 0.8602]]
}

=====

Which of them is least stable? Easy: #P.